Entry 1:
Density functional theory data (ωB97M-V/def2-TZVPD) for C19H19N3O2 in the gas phase in a non-equilibrium geometry.

As for the net charge: 0. The orbital gap comes out at 8.647 eV. Its SMILES is O=C(NO)[C@H](Cc1ccccc1)c1cnc2c(C3CC3)cccn12. As for the HOMO energy: -0.30429 Ha.

Element x y z (Å)
O  0.5082  1.2151  -3.2651
O  2.3979  0.3092  -1.7529
N  0.2808  0.2075  -2.3430
N  -2.7124  -0.7636  0.8528
N  -1.0676  0.5315  0.7009
C  -1.0976  2.8977  0.7929
C  -2.3813  0.4901  0.9300
C  1.2987  -0.0266  -1.4089
C  2.9663  -2.5704  -0.3037
C  1.4180  -2.3778  -0.2844
C  -0.3747  1.7294  0.7548
C  -5.4649  2.6019  0.1733
C  5.1483  -1.9669  0.7203
C  3.7281  -3.2786  -1.3020
C  5.8742  -2.5086  -0.3802
C  5.1448  -3.1711  -1.3171
C  -0.5106  -0.6273  0.2689
C  -5.5722  2.9705  1.6381
C  -3.1779  1.7882  1.0207
C  -1.5932  -1.4655  0.4334
C  1.0068  -0.8480  -0.1331
C  3.7065  -2.0235  0.7318
C  -2.5112  3.0096  1.0526
C  -4.6615  1.8119  1.1559
H  -2.8842  3.9763  1.3093
H  0.9743  -2.7394  -1.2683
H  1.5424  1.3168  -3.1828
H  5.7904  -3.7037  -1.9946
H  -5.2362  3.9640  2.0501
H  -6.4368  2.7382  2.2911
H  5.8097  -1.5153  1.3797
H  -0.4983  3.7909  0.7412
H  3.3659  -3.7751  -2.1714
H  1.0795  -2.8934  0.5321
H  -1.4765  -2.4901  0.4932
H  3.2860  -1.5106  1.6632
H  0.6453  1.7886  0.4620
H  -4.9452  0.8271  1.4921
H  -0.6662  0.0590  -1.9442
H  6.9368  -2.7270  -0.5532
H  -6.4413  2.1390  -0.1846
H  -4.8671  3.2212  -0.5245
H  1.6681  -0.4008  0.6737

=====

Entry 2:
Density functional theory data (ωB97M-V/def2-TZVPD) for a molecular structure, C39H24Br2F8N4O4SbScTe in a non-equilibrium geometry.

As for the net charge: 0. The orbital gap comes out at 6.035 eV. As for the HOMO energy: -0.29508 Ha.

Element x y z (Å)
Te  -1.7568  0.8313  -2.0775
Sb  0.4665  1.7686  0.5947
Br  3.0099  -1.2520  -4.1894
Br  1.8624  -6.7406  -4.8298
Sc  -0.3344  -1.5654  -0.5379
F  -3.1500  2.0957  -2.1922
F  -1.0085  -1.0789  -2.5000
F  6.0473  4.4878  -0.0801
F  -3.2160  -0.2397  -2.6186
F  -2.8149  6.3584  -1.9183
F  -1.4950  1.2456  -3.8729
F  -1.6531  4.7213  5.6628
F  0.1934  0.9505  -2.1427
O  -3.0837  -1.0914  2.4963
O  1.3896  -1.6824  -1.5830
O  -1.7715  0.1234  -0.3977
O  -0.6942  -1.4856  3.8344
N  1.5214  -1.5052  1.1064
N  0.1911  -3.8403  -0.7031
N  -2.4092  -2.6118  -0.5855
N  -1.0585  -1.7827  1.5540
C  -5.1070  -3.1871  -0.5277
C  -1.0907  4.8182  -2.2544
C  -0.2124  2.8266  2.3196
C  2.8826  2.9886  -0.9368
C  2.9982  3.2997  1.4338
C  -0.3625  -4.9111  -0.1842
C  -2.6893  4.5561  -0.4343
C  3.4204  -1.3355  3.1203
C  2.8202  -1.4241  0.8104
C  0.8914  -3.9609  -1.8624
C  -3.1395  -2.3363  0.4968
C  -2.0483  3.3986  -0.0565
C  1.5028  -2.7413  -2.3268
C  -1.1822  4.0944  4.5681
C  -0.4494  3.6654  -1.8388
C  -1.3640  2.7331  4.4467
C  0.9914  -5.1687  -2.5822
C  1.1644  -1.5118  2.3908
C  4.2679  3.8457  1.3120
C  -4.3477  -3.4809  -1.6507
C  -0.0479  4.2024  2.4814
C  1.7000  -5.1546  -3.8088
C  -0.9092  2.9176  -0.7395
C  -2.4290  -1.6622  1.6543
C  3.7991  -1.3352  1.7875
C  -2.1918  5.2430  -1.5325
C  2.0748  -1.4273  3.4309
C  -0.3134  -1.5814  2.6845
C  2.2795  2.8806  0.3155
C  -0.5319  4.8491  3.6056
C  4.1475  3.5383  -1.0835
C  -0.8695  2.1023  3.3112
C  -4.4986  -2.5899  0.5636
C  2.1791  -2.8090  -3.5297
C  4.8152  3.9597  0.0497
C  2.2745  -4.0026  -4.2639
C  -3.0027  -3.1587  -1.6454
C  0.3902  -6.2989  -1.9871
C  -0.2633  -6.1749  -0.7889
H  -0.7222  -7.0296  -0.3132
H  -2.3794  -3.3193  -2.5169
H  -1.8808  2.1810  5.2195
H  -0.4157  5.9148  3.7490
H  -5.0367  -2.3096  1.4572
H  -6.1657  -3.4102  -0.5109
H  -0.9227  -4.7681  0.7327
H  3.0604  -1.4119  -0.2435
H  1.7029  -1.4301  4.4454
H  2.8148  -3.9968  -5.2001
H  4.1631  -1.2640  3.9044
H  -1.0284  1.0334  3.2148
H  -2.4324  2.8378  0.7880
H  4.6224  3.6266  -2.0510
H  0.4645  4.7832  1.7217
H  -0.7596  5.3837  -3.1139
H  2.5655  3.2164  2.4244
H  0.4107  3.3222  -2.3951
H  0.4542  -7.2572  -2.4845
H  4.8295  4.1800  2.1738
H  -3.5637  4.9283  0.0807
H  -4.7898  -3.9282  -2.5293
H  2.3854  2.6063  -1.8199
H  4.8382  -1.2621  1.4984

=====

Entry 3:
Density functional theory data (ωB97M-V/def2-TZVPD) for 2 unconnected molecules or ions with the total composition C5H13N3.

As for the net charge: 0. The orbital gap comes out at 9.277 eV. Its SMILES is [H]/N=C(C)\C(C)=N/[H].CN. As for the HOMO energy: -0.32929 Ha.

Element x y z (Å)
N  -0.1668  1.0418  1.1120
N  -2.5613  0.9733  -0.7019
N  2.1372  -1.4033  -0.1819
C  -2.0573  -0.1142  -1.5172
C  -0.2441  -1.2867  1.5367
C  1.6809  -0.2838  0.1820
C  2.4627  0.9409  -0.1870
C  0.4051  -0.0741  0.9439
H  -2.5262  -0.0680  -2.4998
H  0.4566  -1.8097  2.1866
H  -0.5628  -1.9694  0.7495
H  0.3011  1.8449  0.6975
H  -0.9640  -0.1138  -1.6582
H  1.9008  1.5497  -0.8956
H  -2.0866  0.9850  0.1992
H  -2.3734  1.8632  -1.1526
H  -2.3389  -1.0571  -1.0482
H  1.5823  -2.2153  0.0775
H  3.3962  0.6372  -0.6508
H  2.6724  1.5409  0.6978
H  -1.1140  -0.9815  2.1104

=====

Entry 4:
Density functional theory data (ωB97M-V/def2-TZVPD) for 2 unconnected molecules or ions with the total composition C8H10OS in a non-equilibrium geometry.

As for the net charge: 0. The orbital gap comes out at 7.714 eV. As for the HOMO energy: -0.29729 Ha.

Element x y z (Å)
S  2.7798  1.1929  -0.7515
O  0.1695  -1.9210  -0.6124
C  2.0407  -0.3970  -0.3919
C  0.8018  -0.7766  -1.0537
C  2.8452  -1.0490  0.5371
C  -4.0166  0.2289  -0.6700
C  3.8473  -0.2876  1.0651
C  -2.1197  1.0573  0.7416
C  3.9974  0.8908  0.4580
C  -2.7647  0.9391  -0.3935
H  -0.5751  -2.2411  -1.0777
H  4.7974  1.5016  0.6758
H  2.5832  -2.0446  0.8141
H  4.5778  -0.4923  1.8157
H  -4.0028  -0.6927  -1.3701
H  -4.4282  -0.1813  0.1833
H  -2.5891  0.4780  1.5303
H  -4.6449  0.8083  -1.2597
H  -2.1893  1.3674  -1.1579
H  -1.1099  1.6188  0.9172